(1)
One molecule with the formula C12H23N3O3, computed with ωB97M-V/def2-TZVPD.

Output
net charge: 0
gap between HOMO and LUMO: 8.97 eV
LUMO: 0.65 eV
energy relative to the best compared isomer or geometry (same formula, charge and spin): 0.062 eV
E_HOMO: -0.3056 hartree
SMILES string: CCN(CC)C[C@H](O)CN1C(=O)NC(C)(C)C1=O
calculated total energy: -23431.6010 eV
M: 257.33 g/mol

Last column: Mulliken charge in e.
Atoms and positions in Å:
C -2.4331 -1.7889 -2.3750  -1.31
C -1.4274 -1.6248 -1.2285  -0.62
N -1.8143 -0.7095 -0.1738  0.71
C -2.9482 -1.1664 0.6185  -0.64
C -2.6550 -1.1386 2.1185  -1.24
C -1.8972 0.6664 -0.6146  -1.30
C -1.5462 1.6888 0.4839  -0.19
O -1.4428 2.9753 -0.0641  -0.64
C -0.2787 1.3085 1.2757  -0.92
N 0.7770 0.6947 0.4979  0.32
C 1.3449 1.2218 -0.6607  0.26
O 1.0054 2.2390 -1.2208  -0.72
N 2.3216 0.3697 -1.0418  -0.08
C 2.5383 -0.7053 -0.1002  1.49
C 3.8675 -0.5417 0.6451  -1.69
C 2.4441 -2.0822 -0.7522  -1.46
C 1.3874 -0.4659 0.8829  0.31
O 1.1017 -1.1407 1.8366  -0.65
H -3.3913 -2.1416 -2.0011  0.31
H -2.0571 -2.5112 -3.0953  0.46
H -2.5890 -0.8413 -2.8847  0.27
H -1.2378 -2.5968 -0.7640  0.56
H -0.4810 -1.2630 -1.6436  0.10
H -3.1717 -2.2000 0.3428  0.55
H -3.8439 -0.5652 0.4064  0.26
H -2.6596 -0.1244 2.5066  0.21
H -3.4134 -1.7088 2.6504  0.46
H -1.6826 -1.5849 2.3086  0.25
H -2.8976 0.9313 -0.9966  0.38
H -1.1886 0.8135 -1.4340  0.57
H -2.3694 1.7562 1.2035  0.32
H -0.6529 2.9928 -0.6353  0.49
H -0.5185 0.5805 2.0505  0.58
H 0.1052 2.2241 1.7404  0.22
H 2.9396 0.5722 -1.8084  0.24
H 3.9172 -1.2650 1.4542  0.35
H 3.9468 0.4585 1.0658  0.37
H 4.7023 -0.7065 -0.0325  0.43
H 2.4089 -2.8403 0.0252  0.35
H 1.5417 -2.1593 -1.3523  0.23
H 3.3089 -2.2609 -1.3872  0.42

=====

(2)
A 2-piece molecular cluster, C12H23N5O4 overall, computed with ωB97M-V/def2-TZVPD.

Output
net charge: 0
gap between HOMO and LUMO: 9.26 eV
LUMO: 0.41 eV
energy relative to the best compared isomer or geometry (same formula, charge and spin): 0.168 eV
E_HOMO: -0.3251 hartree
SMILES string: N[C@@H](Cc1c[nH]cn1)C(=O)O.NCCCC[C@H](N)C(=O)O
calculated total energy: -28458.8964 eV
M: 301.35 g/mol

Last column: Mulliken charge in e.
Atoms and positions in Å:
N 5.1214 -0.0037 -0.9445  -0.73
C 5.1895 -1.3648 -1.4358  0.19
C 5.8822 -2.2769 -0.4098  -0.87
C 5.0518 -2.5083 0.8167  0.55
C 4.4226 -3.6586 1.2048  -0.60
N 3.7644 -3.3441 2.3713  -0.05
C 4.0122 -2.0347 2.6306  -0.33
N 4.7820 -1.4970 1.7175  -0.60
C 3.8712 -2.0140 -1.8564  0.46
O 3.7387 -3.1840 -2.1353  -0.60
O 2.8465 -1.1411 -1.9370  -0.43
H 4.7882 -0.0042 0.0166  0.32
H 4.4676 0.5405 -1.4983  0.30
H 5.8012 -1.3764 -2.3497  0.32
H 6.8295 -1.8010 -0.1361  0.33
H 6.0997 -3.2375 -0.8831  0.35
H 4.3741 -4.6395 0.7553  0.43
H 3.2092 -3.9705 2.9310  0.18
H 3.6093 -1.5271 3.4990  0.44
H 2.0845 -1.6609 -2.2423  0.35
N -1.8237 -0.2642 -0.0072  -0.62
C -1.5674 0.9006 -0.8436  -0.64
C -1.6171 2.2712 -0.1454  -0.63
C -2.9066 2.5164 0.6419  -0.83
C -4.1734 2.5798 -0.2263  -0.42
C -5.3593 1.8420 0.4208  -0.33
N -5.0758 0.4171 0.4750  -0.56
C -6.6456 2.1409 -0.3561  0.41
O -7.1949 1.3361 -1.0614  -0.55
O -7.1314 3.3961 -0.2410  -0.48
H -1.2080 -0.2567 0.8029  0.27
H -2.7808 -0.2352 0.3417  0.28
H -0.5824 0.7837 -1.3103  0.31
H -2.2906 0.8729 -1.6687  0.34
H -1.4718 3.0636 -0.8942  0.30
H -0.7680 2.3444 0.5496  0.35
H -3.0202 1.7059 1.3698  0.38
H -2.8123 3.4448 1.2196  0.37
H -4.4401 3.6230 -0.4406  0.58
H -4.0027 2.1133 -1.2056  0.15
H -5.4814 2.2080 1.4508  0.42
H -5.7397 -0.0416 1.0935  0.24
H -5.2695 0.0313 -0.4484  0.28
H -6.5831 3.9103 0.3688  0.38

=====

(3)
A 2-piece molecular cluster, C12H24BFN3O3PSi2 overall at a distorted geometry, computed with ωB97M-V/def2-TZVPD.

Output
net charge: 0
gap between HOMO and LUMO: 1.80 eV
LUMO: -4.07 eV
energy relative to the best compared isomer or geometry (same formula, charge and spin): 0.000 eV
E_HOMO: -0.2156 hartree
calculated total energy: -51875.0876 eV
M: 375.30 g/mol

Last column: Mulliken charge in e.
Atoms and positions in Å:
C -3.3580 6.2500 -4.9345  -0.21
C -3.1453 5.2359 -4.1053  -0.77
C -2.5157 3.9399 -3.4008  0.77
C -3.4422 2.6669 -3.2854  -0.44
C -2.6831 1.4435 -2.5776  0.14
P -3.5397 -0.2500 -2.2644  0.38
O -4.9239 -0.3356 -2.9577  -0.63
N -1.2963 1.7027 -2.1965  0.64
F -0.6863 0.6062 -1.6390  -0.05
N -0.5061 2.7544 -2.2718  -0.68
C -1.0344 3.9485 -2.8509  0.13
B -0.0217 5.2614 -2.8940  0.56
O -0.4372 6.5897 -3.2774  -0.48
O 1.3540 5.0755 -2.4797  -0.52
H -3.3396 7.2613 -5.5042  0.36
H -4.5327 2.6054 -3.6346  0.45
H -2.6726 -1.3682 -2.5364  0.18
H -3.7933 -0.2850 -0.8299  0.14
H -1.2586 6.7872 -2.7421  0.30
H 1.3037 4.9918 -1.4874  0.34
C 1.5434 -5.3989 3.5361  -1.01
Si 1.9687 -3.7479 2.7190  0.23
C 2.8632 -4.1601 1.1195  -1.03
C 3.1643 -2.8748 3.8743  -1.03
N 0.5070 -2.8456 2.4568  -0.28
Si 0.5486 -1.2757 1.7228  0.21
C 1.2251 -1.3106 -0.0281  -0.88
C 1.5237 -0.0267 2.7313  -1.04
C -1.2072 -0.5947 1.5915  -0.88
H 2.4608 -5.9741 3.7041  0.28
H 1.0583 -5.2432 4.5036  0.26
H 0.8824 -5.9922 2.9002  0.26
H 3.6581 -4.8894 1.3107  0.36
H 3.3329 -3.2797 0.6778  0.33
H 2.1763 -4.5964 0.3900  0.26
H 2.6565 -2.5451 4.7842  0.26
H 3.6309 -2.0101 3.3993  0.32
H 3.9703 -3.5566 4.1665  0.36
H 2.3017 -1.4880 -0.0442  0.32
H 1.0497 -0.3475 -0.5177  0.23
H 0.7319 -2.0847 -0.6215  0.26
H 1.2099 -0.0389 3.7770  0.27
H 1.3593 0.9837 2.3399  0.34
H 2.5978 -0.2170 2.6857  0.33
H -1.6617 -0.5070 2.5832  0.33
H -1.8307 -1.2588 0.9805  0.12
H -1.1921 0.3980 1.1274  0.20

=====

(4)
An isolated ion of composition C12H24BN3O3PS and charge +1, computed with ωB97M-V/def2-TZVPD.

Output
net charge: +1
gap between HOMO and LUMO: 7.63 eV
LUMO: -4.67 eV
E_HOMO: -0.4519 hartree
SMILES string: COCCC[n+]1nc(CB(O)O)cc([PH2]=N)c1CCCS
calculated total energy: -44240.0700 eV
M: 332.19 g/mol

Last column: Mulliken charge in e.
Atoms and positions in Å:
C -3.4215 -1.7839 -2.3574  -0.48
O -2.3302 -2.6836 -2.2952  -0.43
C -1.3667 -2.4150 -1.3037  -0.55
C -0.0505 -1.9246 -1.9260  -1.00
C 0.1976 -0.4341 -1.7650  -0.54
N 0.6024 -0.0628 -0.3844  1.37
N 1.6362 -0.8094 0.0266  -1.12
C 2.1247 -0.6032 1.2224  0.02
C 3.2498 -1.4570 1.6844  -0.87
B 2.7399 -2.6265 2.6657  0.53
O 2.8044 -2.4220 4.0234  -0.54
O 2.3435 -3.8240 2.1309  -0.50
C 1.5869 0.4067 2.0568  -0.34
C 0.5492 1.1479 1.6233  0.68
P -0.1529 2.4061 2.7514  0.23
N -1.5206 1.9995 3.3598  -0.67
C 0.0231 0.8899 0.3356  0.78
C -1.1572 1.6670 -0.1682  -0.58
C -0.8157 2.9688 -0.9314  -0.84
C 0.2671 2.8899 -2.0018  -0.49
S -0.3411 2.4651 -3.6656  -0.16
H -3.7901 -1.7726 -3.3809  0.30
H -3.1184 -0.7670 -2.0847  0.09
H -4.2340 -2.1086 -1.7033  0.27
H -1.1807 -3.3537 -0.7774  0.25
H -1.7602 -1.7066 -0.5626  0.42
H -0.1232 -2.1049 -2.9996  0.50
H 0.7933 -2.5101 -1.5707  0.50
H -0.6876 0.1180 -2.0474  0.03
H 1.0136 -0.1156 -2.4127  0.40
H 3.7457 -1.8892 0.8162  0.28
H 3.9594 -0.8172 2.2120  0.37
H 1.9489 -2.3189 4.4522  0.32
H 1.4545 -3.9046 1.7782  0.31
H 2.0200 0.5688 3.0366  0.39
H -0.1023 3.5907 1.9983  0.08
H 0.9304 2.5051 3.6398  0.10
H -2.2659 2.6633 3.1892  0.27
H -1.7367 1.9508 0.7125  0.38
H -1.8265 1.0314 -0.7445  -0.29
H -0.5860 3.7477 -0.2038  0.18
H -1.7393 3.2794 -1.4218  0.54
H 1.0910 2.2289 -1.7268  0.26
H 0.7004 3.8816 -2.1227  0.43
H -1.5111 1.9312 -3.2969  0.11

=====

(5)
A 6-piece molecular cluster, C12H24Br12 overall at a distorted geometry, computed with ωB97M-V/def2-TZVPD.

Output
net charge: 0
gap between HOMO and LUMO: 10.03 eV
LUMO: 0.24 eV
energy relative to the best compared isomer or geometry (same formula, charge and spin): 1.614 eV
E_HOMO: -0.3595 hartree
SMILES string: BrCCBr.BrCCBr.BrCCBr.BrCCBr.BrCCBr.BrCCBr
calculated total energy: -853342.7431 eV
M: 1127.17 g/mol

Last column: Mulliken charge in e.
Atoms and positions in Å:
Br -19.7324 15.5080 28.5094  -0.15
C -20.1985 14.5613 30.1461  -0.63
C -21.4002 15.3427 30.8842  -0.55
Br -21.9779 14.0814 32.2967  -0.16
H -19.3542 14.6373 30.8313  0.45
H -20.3505 13.5225 29.8531  0.26
H -22.2340 15.6264 30.2420  0.37
H -21.0664 16.3151 31.2464  0.48
Br -24.1144 15.4817 36.4849  -0.11
C -22.3418 14.8255 35.8363  -0.47
C -21.5601 15.9528 35.3075  -0.43
Br -19.7930 15.2078 34.7276  -0.18
H -22.6011 14.1528 35.0188  0.05
H -21.8098 14.2395 36.5856  0.48
H -21.4675 16.7918 35.9971  0.42
H -22.1887 16.2401 34.4646  0.25
Br -24.5061 13.2805 30.0964  -0.10
C -23.0721 12.2300 29.2106  -0.42
C -22.7832 13.1018 27.9513  -0.65
Br -21.3228 12.3543 26.8695  -0.15
H -23.4513 11.2292 29.0038  0.45
H -22.1925 12.1021 29.8416  0.27
H -22.5614 14.1452 28.1753  0.23
H -23.6133 13.1988 27.2515  0.45
Br -26.9150 13.5341 34.6660  -0.12
C -26.5796 15.2612 33.7942  -0.65
C -25.4321 15.2724 32.7715  0.05
Br -25.0273 17.1339 32.1927  -0.17
H -26.3844 15.9879 34.5829  0.39
H -27.4451 15.5879 33.2177  0.23
H -25.7594 14.7692 31.8617  0.04
H -24.5086 14.8763 33.1939  0.09
Br -31.0162 16.3634 36.2016  -0.19
C -29.8292 16.0050 37.7754  -0.49
C -28.6680 15.2744 37.2774  -0.46
Br -27.2855 15.2433 38.7010  -0.18
H -30.4508 15.4410 38.4708  0.36
H -29.4896 16.9650 38.1641  0.38
H -28.1129 15.7722 36.4823  0.11
H -28.8597 14.2260 37.0489  0.44
Br -29.9316 17.1587 32.7327  -0.09
C -30.8758 18.4783 31.5751  -0.52
C -32.3380 18.3080 31.6834  -0.65
Br -33.2525 19.3925 33.0848  -0.14
H -30.4173 18.2455 30.6140  0.33
H -30.5325 19.4997 31.7395  0.38
H -32.5385 17.2786 31.9803  0.31
H -33.0101 18.3417 30.8259  0.39

=====

(6)
A 6-piece molecular cluster, C12H24Br12 overall at a distorted geometry, computed with ωB97M-V/def2-TZVPD.

Output
net charge: +1
gap between HOMO and LUMO (spin up / spin down): 8.26 / 2.21 eV
LUMO (spin up / spin down): -3.57 / -9.61 eV
energy relative to the best compared isomer or geometry (same formula, charge and spin): 0.628 eV
E_HOMO (spin up / spin down): -0.4345 / -0.4344 hartree
spin multiplicity: 2
calculated total energy: -853332.9024 eV
M: 1127.17 g/mol

Last column: Mulliken spin population.
Atoms and positions in Å:
Br -5.5218 -9.6622 3.4851  0.45
C -4.1340 -8.2819 3.9043  -0.01
C -4.7245 -7.1794 4.6151  0.01
Br -3.2364 -6.1430 5.4976  0.00
H -3.6819 -7.9076 2.9858  0.00
H -3.3562 -8.6895 4.5500  0.01
H -5.3505 -7.5309 5.4354  0.00
H -5.1782 -6.5475 3.8516  0.00
Br -8.7274 -16.7892 6.5894  0.00
C -7.5160 -15.8495 7.8968  0.00
C -8.4211 -15.2338 8.9945  0.00
Br -7.1407 -14.2165 10.1413  0.00
H -6.8233 -15.1798 7.3871  0.00
H -6.9531 -16.6272 8.4130  0.00
H -8.8324 -16.0053 9.6455  0.00
H -9.1201 -14.5296 8.5433  0.00
Br -10.1059 -16.1509 1.7584  0.00
C -9.5477 -14.5025 0.7681  0.00
C -9.6507 -13.4056 1.8160  0.00
Br -8.7488 -11.7376 1.3013  0.04
H -10.2696 -14.3201 -0.0279  0.00
H -8.5291 -14.5696 0.3857  0.00
H -9.1247 -13.6980 2.7248  0.00
H -10.6296 -13.0732 2.1614  0.00
Br -13.1747 -15.3665 11.7950  0.00
C -12.2711 -15.1849 10.0217  0.00
C -12.2682 -13.7019 9.5928  0.00
Br -11.2475 -13.2347 7.9189  0.00
H -12.9203 -15.7063 9.3183  0.00
H -11.2529 -15.5572 10.1343  0.00
H -12.0220 -13.0975 10.4658  0.00
H -13.2921 -13.3792 9.4042  0.00
Br -9.8972 -4.0399 5.2032  0.00
C -8.8589 -5.4290 4.2942  0.00
C -9.6406 -6.7285 4.4538  -0.03
Br -8.6165 -8.1411 3.4984  0.45
H -7.8947 -5.4844 4.7994  0.00
H -8.7151 -5.2665 3.2260  0.00
H -10.6552 -6.6558 4.0622  0.03
H -9.6113 -7.0126 5.5058  0.00
Br -8.3002 -13.2696 5.9223  0.01
C -8.5205 -11.3310 5.2460  0.00
C -9.6738 -10.6627 6.0536  0.00
Br -9.0789 -9.9574 7.7722  0.01
H -8.7419 -11.4036 4.1812  0.00
H -7.5785 -10.7912 5.3430  0.00
H -10.5335 -11.3230 6.1678  0.00
H -9.9802 -9.8539 5.3902  0.00

=====

Question: Look up the M of the fourth one.
Answer: 332.19 g/mol

=====

Repeat the second record exactly.
A 2-piece molecular cluster, C12H23N5O4 overall, computed with ωB97M-V/def2-TZVPD.

Output
net charge: 0
gap between HOMO and LUMO: 9.26 eV
LUMO: 0.41 eV
energy relative to the best compared isomer or geometry (same formula, charge and spin): 0.168 eV
E_HOMO: -0.3251 hartree
SMILES string: N[C@@H](Cc1c[nH]cn1)C(=O)O.NCCCC[C@H](N)C(=O)O
calculated total energy: -28458.8964 eV
M: 301.35 g/mol

Last column: Mulliken charge in e.
Atoms and positions in Å:
N 5.1214 -0.0037 -0.9445  -0.73
C 5.1895 -1.3648 -1.4358  0.19
C 5.8822 -2.2769 -0.4098  -0.87
C 5.0518 -2.5083 0.8167  0.55
C 4.4226 -3.6586 1.2048  -0.60
N 3.7644 -3.3441 2.3713  -0.05
C 4.0122 -2.0347 2.6306  -0.33
N 4.7820 -1.4970 1.7175  -0.60
C 3.8712 -2.0140 -1.8564  0.46
O 3.7387 -3.1840 -2.1353  -0.60
O 2.8465 -1.1411 -1.9370  -0.43
H 4.7882 -0.0042 0.0166  0.32
H 4.4676 0.5405 -1.4983  0.30
H 5.8012 -1.3764 -2.3497  0.32
H 6.8295 -1.8010 -0.1361  0.33
H 6.0997 -3.2375 -0.8831  0.35
H 4.3741 -4.6395 0.7553  0.43
H 3.2092 -3.9705 2.9310  0.18
H 3.6093 -1.5271 3.4990  0.44
H 2.0845 -1.6609 -2.2423  0.35
N -1.8237 -0.2642 -0.0072  -0.62
C -1.5674 0.9006 -0.8436  -0.64
C -1.6171 2.2712 -0.1454  -0.63
C -2.9066 2.5164 0.6419  -0.83
C -4.1734 2.5798 -0.2263  -0.42
C -5.3593 1.8420 0.4208  -0.33
N -5.0758 0.4171 0.4750  -0.56
C -6.6456 2.1409 -0.3561  0.41
O -7.1949 1.3361 -1.0614  -0.55
O -7.1314 3.3961 -0.2410  -0.48
H -1.2080 -0.2567 0.8029  0.27
H -2.7808 -0.2352 0.3417  0.28
H -0.5824 0.7837 -1.3103  0.31
H -2.2906 0.8729 -1.6687  0.34
H -1.4718 3.0636 -0.8942  0.30
H -0.7680 2.3444 0.5496  0.35
H -3.0202 1.7059 1.3698  0.38
H -2.8123 3.4448 1.2196  0.37
H -4.4401 3.6230 -0.4406  0.58
H -4.0027 2.1133 -1.2056  0.15
H -5.4814 2.2080 1.4508  0.42
H -5.7397 -0.0416 1.0935  0.24
H -5.2695 0.0313 -0.4484  0.28
H -6.5831 3.9103 0.3688  0.38

=====

Question: Look up the M of the fifth one.
Answer: 1127.17 g/mol